1.
ORCA calculation (wB97M-V/def2-TZVPD) on 6 unconnected molecules or ions with the total composition C13H36IO5.

Geometry as XYZ:
```
55
Properties=species:S:1:pos:R:3:forces:R:3
I -1.152661 -0.165595 -0.479402 -0.13 -0.21 0.20
C -3.087001 2.432445 2.061068 -0.83 -0.65 -0.05
O -1.878991 2.798985 1.408808 -0.77 0.30 1.29
H -3.098711 2.367465 3.149058 1.01 0.49 0.27
H -3.941161 3.071195 1.836348 0.17 0.54 -0.40
H -3.456311 1.435265 1.821588 0.39 -0.26 -0.60
H -1.688441 2.120205 0.757228 0.29 -0.56 -0.07
C 0.129169 -3.801775 -3.559572 1.07 -1.33 -0.16
C 1.271829 -2.827945 -3.233552 -4.07 0.31 1.15
C 2.317089 -2.763605 -4.242932 1.65 0.31 -0.70
O 0.531369 -1.621865 -3.238642 0.85 2.07 -1.11
H 0.535159 -4.799795 -3.394562 -0.56 -0.56 -0.08
H -0.158571 -3.694505 -4.605422 0.43 0.02 -0.24
H -0.827471 -3.644445 -3.061382 0.47 0.04 0.72
H 1.658129 -2.861745 -2.214862 0.35 -1.00 0.05
H 3.000649 -2.000535 -3.870682 0.25 0.19 -0.51
H 1.951169 -2.510035 -5.237872 -0.20 0.24 0.13
H 2.900649 -3.676025 -4.365582 -0.13 -0.23 0.28
H -0.049641 -1.541425 -2.478662 -0.05 -0.02 0.41
C 2.727119 0.411225 2.490728 0.13 -0.89 0.67
C 1.745279 1.239845 1.755848 -0.68 1.58 0.57
C 1.797749 2.747895 1.946578 -0.08 0.98 0.68
O 1.985999 1.077475 0.422958 0.58 -0.35 -2.43
H 3.717839 0.608535 2.081288 0.16 0.14 0.46
H 2.499989 -0.631535 2.269028 0.15 -0.07 -0.10
H 2.625059 0.484415 3.573468 0.42 0.32 0.13
H 0.717399 0.959135 1.985578 -0.19 -0.28 0.22
H 0.961099 3.203375 1.416798 -0.16 -0.15 0.05
H 2.671119 3.278955 1.568038 0.44 -0.61 -0.33
H 1.744959 3.090885 2.979858 -0.27 -0.29 0.31
H 1.421739 0.393745 0.054528 -0.39 -0.17 -0.23
C -0.685931 -4.079535 3.849128 0.51 -1.10 1.14
C -0.403361 -3.021965 2.853718 -0.22 0.05 0.00
C 0.983639 -3.066065 2.361248 1.81 -0.25 0.10
O -1.218691 -3.205425 1.728928 -1.16 -0.15 0.15
H -1.469951 -3.780515 4.544828 -0.29 -0.44 -0.22
H 0.216969 -4.227725 4.441508 0.06 0.29 0.39
H -0.802221 -5.077285 3.425958 -0.65 0.11 -0.29
H -0.583751 -2.094245 3.396768 -0.16 0.56 -0.36
H 1.734379 -3.284535 3.120698 0.01 0.51 0.49
H 1.226199 -2.110215 1.896908 0.16 -0.40 -0.48
H 1.099289 -3.942815 1.724038 -0.16 0.32 -0.63
H -1.156801 -2.431545 1.164238 -0.04 0.47 -0.40
C -2.750091 3.445375 -1.464152 0.71 1.99 1.22
C -1.667721 3.845395 -2.472562 0.43 0.60 -0.61
C -0.313341 4.545365 -2.075672 -0.51 -0.65 0.45
O -1.315551 2.614805 -3.038792 0.02 -0.61 -0.62
H -3.731931 3.187055 -1.860832 0.26 0.15 -0.37
H -2.815711 4.270545 -0.755012 -0.63 0.09 0.19
H -2.396901 2.631875 -0.830442 -0.07 -0.07 -0.39
H -2.064671 4.472315 -3.271002 -0.51 0.10 -0.01
H 0.396969 3.746865 -1.861262 -0.06 -0.02 0.37
H -0.339421 5.239975 -1.236062 -0.20 0.03 0.02
H 0.122679 5.050335 -2.937642 -0.31 0.14 -0.13
H -1.635661 2.091755 -2.300182 0.71 -1.64 -0.61
```
Positions in Å, forces in eV/Å.

## Properties
HOMO level in eV: -5.21
LUMO energy in eV: 3.06
Orbital gap in eV: 8.27
M in Da: 399.33
Charge: -1
DFT total energy in Eh: -1190.82570

=====

2.
ORCA calculation (wB97M-V/def2-TZVPD) on a single C3H6F3P molecule.

Geometry as XYZ:
```
13
Properties=species:S:1:pos:R:3:forces:R:3
C -0.207558 0.876765 -1.020756 -0.83 -2.62 -0.05
P 0.267115 -0.902064 -0.866586 1.63 0.77 0.69
C -0.185300 -1.253109 0.907882 -2.06 -3.17 -3.22
C 2.326877 -0.718950 -0.722492 -0.88 -0.25 -0.24
F 2.918808 0.273961 -0.067357 -0.56 1.11 0.61
F 2.837180 -0.614953 -1.977489 -0.43 -0.53 0.09
F 2.846653 -1.818584 -0.123562 -0.47 -0.41 -0.53
H -0.004494 1.448006 -0.189761 0.66 1.35 1.77
H -1.252410 0.907550 -1.242848 -0.90 -0.10 0.08
H 0.235627 1.195876 -1.885054 1.43 1.29 -2.11
H -0.451542 -0.479499 1.559750 0.41 1.15 1.07
H 0.585480 -2.001447 1.117870 -0.35 0.24 1.04
H -1.214758 -1.862696 0.701271 2.36 1.18 0.78
```
Positions in Å, forces in eV/Å.

## Properties
HOMO level in eV: -9.60
Structure (SMILES): CP(C)C(F)(F)F
LUMO energy in eV: 0.89
Orbital gap in eV: 10.49
M in Da: 130.05
DFT total energy in Eh: -758.82823

=====

3.
ORCA calculation (wB97M-V/def2-TZVPD) on 2 unconnected molecules or ions with the total composition C11H19N.

Geometry as XYZ:
```
31
Properties=species:S:1:pos:R:3:forces:R:3
C -1.466640 -1.235644 -0.496285 -0.23 -0.27 -0.11
C -1.892942 -0.077401 0.345061 0.04 -0.19 -0.21
C -3.357547 0.119237 0.612241 -0.47 0.00 0.27
C -4.443560 -0.797060 0.060190 0.12 -0.10 0.36
C -2.616423 1.032031 -0.330578 -0.66 -0.05 0.33
N -2.347724 2.354330 0.145122 0.07 0.60 -0.37
H -0.780162 -0.910417 -1.297383 -0.06 -0.35 0.62
H -2.281288 -1.744569 -1.004211 -0.37 0.23 -0.04
H -1.052193 -1.999242 0.169864 -0.20 0.46 -0.31
H -1.206247 0.239152 1.144544 -0.35 -0.21 -0.43
H -3.559910 0.545498 1.593210 -0.12 0.03 -0.23
H -4.650578 -1.659683 0.728099 0.18 0.44 -0.38
H -5.374400 -0.234233 -0.055079 0.04 -0.04 0.08
H -4.188634 -1.177162 -0.934421 -0.05 0.02 0.23
H -2.895518 0.871483 -1.376850 0.29 0.11 0.06
H -3.119039 2.979634 -0.080721 0.16 -0.09 0.12
H -1.523069 2.726204 -0.320169 -0.10 0.03 0.12
C 1.033499 -2.114770 -0.305810 3.72 3.78 1.20
C 1.779313 -1.166833 0.061297 -3.43 -5.63 -2.29
C 2.569878 -0.184540 0.711999 0.57 2.11 0.99
C 3.788931 0.479752 0.060332 -0.08 0.45 -0.29
C 3.665974 1.662697 -0.558067 -0.22 -0.49 0.24
C 5.137264 -0.187524 0.220066 0.33 -0.54 -1.17
H 0.245783 -2.737049 -0.689606 1.09 -0.07 0.05
H 1.879533 0.666125 0.898718 0.28 -0.42 0.28
H 2.888925 -0.590827 1.684586 -0.17 0.17 -0.13
H 4.544896 2.117538 -0.997418 -0.02 0.14 0.03
H 2.713308 2.205373 -0.665643 0.48 -0.46 0.09
H 5.349527 -0.827774 -0.675083 -0.22 0.38 0.64
H 5.167883 -0.863147 1.069217 -0.04 0.04 0.22
H 5.991164 0.508808 0.282787 -0.57 -0.09 0.06
```
Positions in Å, forces in eV/Å.

## Properties
HOMO level in eV: -9.04
Structure (SMILES): C[C@@H]1[C@H](C)[C@H]1N.C#CCC(=C)C
LUMO energy in eV: 0.87
Orbital gap in eV: 9.91
M in Da: 165.28
DFT total energy in Eh: -485.12470

=====

4.
ORCA calculation (wB97M-V/def2-TZVPD) on 10 unconnected molecules or ions with the total composition C21H40Cl18O3.

Geometry as XYZ:
```
82
Properties=species:S:1:pos:R:3:forces:R:3
C -0.190271 0.571002 0.837517 1.55 -0.18 0.75
C -0.146177 -0.776960 0.185274 1.42 -1.71 0.93
O -1.360025 -0.871775 -0.494374 -1.92 0.91 -0.80
C -1.918153 0.365531 -0.551509 -0.64 0.24 -2.12
O -2.907177 0.702564 -1.168903 1.15 -0.99 1.05
O -1.088479 1.243811 0.014985 -0.92 1.33 0.35
H 0.762672 1.099956 0.851482 0.07 -0.06 -0.32
H -0.478943 0.521487 1.887435 -0.52 0.07 -0.11
H -0.134530 -1.609541 0.888681 0.22 0.19 0.13
H 0.690735 -0.929664 -0.496174 -0.10 0.24 -0.16
Cl 3.132649 -1.327284 4.891663 0.65 -0.42 0.33
C 2.569604 -3.043696 4.984740 -1.05 0.32 -1.29
C 1.710986 -3.273084 3.692919 0.95 0.45 0.83
Cl 0.444942 -1.978654 3.506051 -0.59 -0.10 0.27
H 1.999224 -3.105373 5.911532 0.04 -0.22 -0.19
H 3.426486 -3.716922 4.959700 -0.06 0.19 0.09
H 1.249553 -4.259894 3.655847 -0.07 0.18 -0.02
H 2.335563 -3.066769 2.823750 0.18 -0.53 -0.04
Cl -2.167044 1.605874 5.815936 0.51 0.50 0.14
C -3.325932 0.748085 4.782121 0.06 0.06 -0.08
C -2.848536 0.788275 3.301554 -0.52 0.39 0.85
Cl -2.903880 2.479109 2.604474 0.20 -0.74 0.51
H -4.289100 1.191705 5.034330 -0.03 0.02 -0.69
H -3.304448 -0.233860 5.254807 -0.13 -0.34 -0.83
H -3.445722 0.211931 2.594948 -0.06 -0.18 0.40
H -1.821841 0.422629 3.319324 -0.07 0.21 -0.23
Cl 3.476364 -1.049804 0.372174 -0.33 -0.96 0.39
C 3.964240 0.288778 -0.650843 0.10 0.76 -0.11
C 5.507427 0.476566 -0.468489 -2.74 -0.31 -0.05
Cl 5.956598 1.771298 -1.574711 0.59 0.22 -0.11
H 3.326941 1.108688 -0.319659 0.65 0.48 0.25
H 3.623087 0.152064 -1.677008 0.56 -0.51 -0.07
H 5.936733 -0.493234 -0.720064 0.47 0.42 0.00
H 5.621196 0.757216 0.578595 0.60 0.03 -0.23
Cl 2.338101 -3.385184 -4.361812 0.12 0.25 -0.25
C 2.759467 -3.136501 -2.632590 0.77 -0.38 -0.18
C 4.280210 -3.158300 -2.389451 -1.37 -0.94 0.41
Cl 5.169315 -1.795632 -3.108060 -0.05 -0.57 0.08
H 2.406909 -4.073247 -2.200954 -0.30 0.45 0.56
H 2.223125 -2.241981 -2.315898 0.18 -0.24 0.20
H 4.569046 -4.170291 -2.673256 0.72 0.38 -1.08
H 4.465379 -3.272608 -1.321402 -0.09 0.97 0.23
Cl 0.695193 -0.060592 -3.214156 1.25 0.53 0.68
C -0.834841 -0.299016 -4.028950 -0.33 0.29 -0.64
C -0.672762 0.292300 -5.488507 -0.11 -0.75 1.62
Cl -2.282936 0.753844 -6.150966 0.61 -0.21 0.06
H -1.598283 0.235951 -3.464085 0.03 0.13 -0.21
H -0.964023 -1.362303 -3.826863 -0.57 -0.02 -1.08
H -0.133580 -0.393282 -6.142226 -0.43 -0.07 -0.08
H -0.035893 1.167358 -5.358960 -0.44 0.22 -0.21
Cl -0.541588 3.578440 -3.347557 0.15 0.47 0.05
C 0.351689 3.890395 -1.813676 0.14 -1.74 0.36
C -0.571036 4.342613 -0.706650 0.04 -0.63 -0.51
Cl -0.963458 5.960497 -1.203235 -0.88 1.64 0.36
H 1.172620 4.597580 -1.932293 -0.18 -0.14 -0.37
H 0.720896 2.883053 -1.621216 0.35 0.14 0.33
H -0.103450 4.349608 0.277935 0.22 0.06 -0.16
H -1.476051 3.738229 -0.645165 0.06 0.07 -0.12
Cl -0.365197 -4.470030 0.712121 0.88 0.19 0.39
C -1.719164 -5.068100 -0.218704 -1.06 0.52 -0.01
C -2.594775 -3.862941 -0.675090 0.70 -0.57 -0.43
Cl -3.360673 -2.990083 0.675077 -0.12 -0.32 0.07
H -2.243415 -5.753447 0.447296 -0.30 0.18 -0.16
H -1.324776 -5.664966 -1.041077 -0.14 0.34 -0.23
H -3.360825 -4.147221 -1.396525 -0.16 -0.26 0.30
H -1.984328 -3.117541 -1.184826 0.15 -0.14 0.16
Cl -6.770677 1.516821 -4.657415 0.05 0.19 -0.21
C -5.896422 2.980389 -4.086106 0.14 -0.38 0.01
C -4.796817 2.546921 -3.152544 -0.63 -0.52 -0.10
Cl -4.211610 4.018094 -2.434053 0.73 0.97 0.65
H -6.618210 3.605223 -3.560093 0.11 0.03 -0.32
H -5.387887 3.477102 -4.912408 -0.68 0.10 -0.20
H -3.993508 2.087541 -3.728538 -0.05 -0.24 0.39
H -5.203568 1.921786 -2.357642 0.42 -0.17 -0.16
Cl 2.927821 3.952323 4.350206 0.55 0.78 0.33
C 1.820342 2.629108 3.943916 0.90 -0.32 -0.27
C 1.876692 1.561125 5.031041 0.15 0.57 -0.44
Cl 1.316384 2.272711 6.552986 -0.30 -0.30 0.39
H 2.331563 2.234266 3.065929 -0.68 -0.30 -0.27
H 0.893736 3.154945 3.713712 -0.24 -0.77 0.17
H 2.917778 1.273950 5.178582 -0.05 0.22 0.01
H 1.368740 0.631038 4.776044 -0.48 0.33 0.10
```
Positions in Å, forces in eV/Å.

## Properties
HOMO level (alpha / beta) in eV: -0.03 / -8.37
LUMO energy (alpha / beta) in eV: 1.94 / 1.92
Orbital gap (alpha / beta) in eV: 1.97 / 10.29
M in Da: 978.70
Expectation value of S²: 0.75
Charge: -1
Multiplicity: 2
DFT total energy in Eh: -9333.32721

=====

Look up the M of the first one.
399.33 Da